Entry 1:
DFT (ωB97M-V/def2-TZVPD) results for one molecule with the formula C6H6ClNO4.

Kohn-Sham gap (alpha / beta) (Eh): 0.272 / 0.295
HOMO level (alpha / beta) (Eh): -0.327 / -0.328
2S+1: 1
ΔE to the lowest compared entry with this formula, charge and spin (kcal per mole): 115.3
Molar mass (g mol⁻¹): 191.57

Element x y z (Å)
C (1.333, 1.569, 0.528)
C (0.619, 1.976, -0.683)
C (1.234, 0.325, 1.100)
C (-0.147, 1.278, -1.496)
C (0.516, -1.015, 0.622)
C (-0.868, -0.766, 0.046)
N (-1.282, -1.396, -1.071)
O (-0.443, -1.893, -1.817)
O (-2.540, -1.265, -1.266)
O (0.325, -1.876, 1.732)
O (-1.752, -0.105, 0.777)
Cl (-1.178, 1.364, -2.820)
H (1.850, 2.360, 0.967)
H (0.918, 2.918, -1.067)
H (1.748, 0.354, 2.131)
H (1.110, -1.547, -0.068)
H (1.153, -2.033, 2.196)
H (-2.596, -0.249, 0.188)

Forces on the atoms, in the same order (eV/Å):
C -2.2 -3.6 -0.6
C 0.3 -0.5 -1.2
C 0.7 1.5 0.8
C -0.8 -1.1 0.8
C 0.1 2.0 1.6
C 1.8 1.9 2.3
N -1.5 0.5 -0.9
O -0.7 -0.6 -0.4
O 1.1 -0.6 -0.5
O -0.6 -0.1 0.3
O -0.9 -1.1 -1.6
Cl 0.8 0.2 0.6
H 0.9 0.8 1.0
H 0.1 1.3 -0.2
H -0.8 -0.9 -1.6
H 0.7 -0.1 -1.2
H 0.1 0.1 -0.2
H 1.1 0.3 1.0


Entry 2:
DFT (ωB97M-V/def2-TZVPD) results for C3H5IO3P as an isolated structure.

Kohn-Sham gap (Eh): 0.282
HOMO level (Eh): -0.166
2S+1: 1
Net charge: -1
ΔE to the lowest compared entry with this formula, charge and spin (kcal per mole): 0.0
Molar mass (g mol⁻¹): 246.95

Element x y z (Å)
C (-0.799, 1.635, -0.804)
C (0.072, -1.939, -0.123)
C (0.975, 0.732, 0.862)
O (-1.336, -0.513, 1.811)
O (-1.006, 2.674, -0.253)
O (-1.303, 0.583, -0.790)
P (-0.168, -0.491, 0.921)
I (0.789, 1.818, -2.642)
H (0.208, -2.967, 0.369)
H (-0.911, -2.124, -0.540)
H (0.947, -1.639, -0.834)
H (1.907, 0.738, 0.531)
H (0.625, 1.493, 1.493)

Forces on the atoms, in the same order (eV/Å):
C -0.9 4.1 0.6
C 1.4 -0.8 -0.1
C -4.3 -2.7 2.1
O -0.3 -0.2 0.2
O 1.2 0.8 -0.5
O -1.3 -4.7 -1.0
P 1.8 1.0 0.1
I 0.2 0.0 -0.1
H 0.5 1.8 -0.1
H 0.0 0.5 -1.0
H -1.9 -0.9 0.9
H 3.7 -0.2 -1.8
H -0.1 1.2 0.8


Entry 3:
DFT (ωB97M-V/def2-TZVPD) results for one molecule with the formula C8H10N4.

SMILES: CCNc1nccn2ccnc12
Kohn-Sham gap (Eh): 0.317
HOMO level (Eh): -0.287
2S+1: 1
ΔE to the lowest compared entry with this formula, charge and spin (kcal per mole): 95.7
Molar mass (g mol⁻¹): 162.20

Element x y z (Å)
C (3.530, -0.880, -0.056)
C (2.663, 0.310, 0.096)
N (1.241, -0.319, 0.107)
C (0.112, 0.308, -0.027)
N (0.078, 1.567, -0.482)
C (-1.043, 2.203, -0.001)
C (-2.144, 1.608, 0.011)
N (-2.237, 0.269, 0.045)
C (-3.314, -0.457, 0.109)
C (-2.887, -1.828, -0.135)
N (-1.517, -1.786, -0.237)
C (-1.117, -0.524, -0.059)
H (4.581, -0.470, -0.226)
H (3.436, -1.467, -0.965)
H (3.337, -1.901, 0.640)
H (2.949, 1.241, -0.594)
H (2.694, 0.863, 1.221)
H (1.301, -1.423, 0.381)
H (-0.926, 3.302, -0.263)
H (-3.145, 2.113, 0.264)
H (-4.219, 0.126, 0.413)
H (-3.374, -2.853, -0.240)

Forces on the atoms, in the same order (eV/Å):
C 2.3 -2.4 0.2
C -2.3 2.0 2.8
N 3.9 -3.2 0.6
C -1.1 -0.6 -2.8
N 1.4 -1.5 3.2
C 5.3 5.1 -4.4
C -8.4 0.6 2.9
N 2.6 -0.5 0.0
C -2.9 -3.1 -0.1
C 0.4 1.4 0.4
N 0.7 -0.1 0.6
C -1.3 0.7 -0.1
H -0.8 -1.1 1.2
H -0.8 0.7 -0.9
H 1.0 3.4 -0.7
H -1.4 -2.5 0.9
H 0.4 -1.6 -2.9
H -0.7 3.9 -1.1
H -0.8 -1.2 1.2
H 1.7 -0.6 -0.5
H 0.5 -1.3 -0.7
H 0.4 2.1 0.3


Entry 4:
DFT (ωB97M-V/def2-TZVPD) results for a 2-piece molecular cluster, C28H28NO overall.

Kohn-Sham gap (Eh): 0.156
HOMO level (Eh): -0.364
2S+1: 1
Net charge: +1
ΔE to the lowest compared entry with this formula, charge and spin (kcal per mole): 12.8
Molar mass (g mol⁻¹): 394.54

Element x y z (Å)
C (2.879, -1.908, 4.335)
C (2.641, -0.432, 4.093)
N (1.308, -0.057, 3.984)
C (0.951, 1.199, 3.484)
C (-0.398, 1.333, 2.869)
C (-1.216, 2.396, 3.185)
C (-2.489, 2.696, 2.468)
C (-2.462, 2.095, 1.030)
C (-1.910, 0.697, 0.993)
C (-2.356, -0.232, 0.048)
C (-1.852, -1.546, 0.030)
C (-0.856, -1.917, 0.939)
C (-0.352, -0.965, 1.826)
C (-0.875, 0.336, 1.899)
C (1.765, 2.247, 3.712)
O (3.575, 0.339, 3.969)
H (1.973, -2.490, 4.560)
H (3.375, -2.312, 3.439)
H (3.590, -1.967, 5.168)
H (0.589, -0.705, 4.266)
H (-0.961, 3.024, 4.043)
H (-3.380, 2.312, 2.990)
H (-2.630, 3.786, 2.406)
H (-3.467, 2.111, 0.590)
H (-1.838, 2.768, 0.409)
H (-3.127, 0.066, -0.662)
H (-2.242, -2.275, -0.677)
H (-0.456, -2.928, 0.985)
H (0.460, -1.258, 2.472)
H (1.362, 3.260, 3.587)
H (2.765, 2.096, 4.164)
C (7.556, 6.702, -1.283)
C (6.939, 5.332, -1.167)
C (5.763, 5.038, -1.883)
C (5.096, 3.849, -1.693)
C (5.540, 2.881, -0.735)
C (4.711, 1.761, -0.543)
C (5.076, 0.537, 0.056)
C (4.553, -0.676, -0.497)
C (4.826, -1.908, 0.076)
C (5.692, -2.003, 1.190)
C (6.287, -0.833, 1.682)
C (5.990, 0.419, 1.141)
C (6.859, 3.094, -0.208)
C (7.494, 4.322, -0.373)
H (8.354, 6.818, -0.532)
H (7.969, 6.834, -2.299)
H (6.775, 7.469, -1.128)
H (5.382, 5.798, -2.573)
H (4.248, 3.599, -2.339)
H (3.797, 1.739, -1.154)
H (3.981, -0.620, -1.433)
H (4.355, -2.821, -0.309)
H (5.870, -2.966, 1.671)
H (6.976, -0.893, 2.538)
H (6.470, 1.314, 1.539)
H (7.436, 2.280, 0.232)
H (8.451, 4.529, 0.129)

Forces on the atoms, in the same order (eV/Å):
C 0.1 0.1 0.2
C -0.7 -0.4 0.2
N 1.6 -0.5 -0.1
C -0.3 1.4 1.1
C -1.1 1.6 0.6
C 1.2 -1.4 0.2
C -0.4 -0.4 -0.9
C 0.0 0.7 0.3
C 0.4 -0.4 0.1
C 0.3 -0.4 0.4
C 0.1 0.3 0.3
C -0.3 0.5 -0.2
C -0.3 0.0 -0.3
C -0.3 -0.4 -0.9
C -0.1 0.4 0.3
O 0.1 -0.7 -0.2
H 0.3 0.2 -0.1
H -0.2 0.1 0.3
H -0.2 -0.2 -0.2
H 0.2 0.1 -0.2
H 0.1 -0.1 -0.4
H 0.3 0.0 0.2
H 0.0 -0.3 0.0
H 0.2 0.0 0.1
H -0.1 -0.4 0.1
H 0.1 -0.1 0.1
H 0.0 0.2 0.1
H -0.1 0.2 -0.2
H -0.2 -0.1 -0.3
H 0.4 -0.5 -0.6
H -1.2 0.4 -0.3
C 0.1 -0.3 0.1
C -0.6 0.2 0.0
C 0.0 0.1 -0.1
C -0.2 0.2 0.0
C 0.3 0.6 -0.5
C 1.1 -0.3 -1.4
C 0.3 -1.2 0.8
C -0.3 0.3 0.1
C 0.2 -0.2 0.3
C -0.5 0.8 -0.5
C 0.2 0.2 0.3
C 0.0 -0.4 -0.2
C 0.3 0.4 -0.1
C 0.2 -0.5 0.4
H -0.3 0.1 -0.4
H -0.1 0.0 0.4
H 0.4 -0.3 -0.1
H 0.1 -0.4 0.1
H 0.0 0.3 0.5
H 0.3 0.1 0.4
H 0.0 0.0 0.6
H 0.3 0.5 0.0
H 0.0 0.3 -0.2
H -0.4 0.0 -0.5
H -0.5 -0.4 0.2
H -0.4 0.4 0.2
H -0.4 -0.3 -0.4


Entry 5:
DFT (ωB97M-V/def2-TZVPD) results for C14H16Cl2F2N2NaO2 as an isolated structure.

Kohn-Sham gap (Eh): 0.238
HOMO level (Eh): -0.150
2S+1: 1
Net charge: -1
Molar mass (g mol⁻¹): 376.19

Element x y z (Å)
Na (0.879, -1.132, -0.093)
Cl (6.326, 4.209, -0.299)
C (5.145, 2.969, 0.061)
C (5.570, 1.775, 0.662)
C (4.662, 0.800, 0.959)
Cl (5.210, -0.666, 1.712)
C (3.242, 0.915, 0.695)
O (2.427, 0.023, 1.011)
C (2.877, 2.152, 0.046)
C (1.522, 2.422, -0.384)
O (0.550, 1.686, -0.355)
C (3.825, 3.148, -0.241)
H (6.616, 1.626, 0.892)
H (1.399, 3.447, -0.801)
H (3.496, 4.064, -0.718)
C (-2.009, 0.335, 1.037)
C (-3.553, 0.465, 0.947)
N (-4.106, -0.564, 0.062)
C (-3.734, -1.880, 0.592)
C (-2.192, -2.019, 0.671)
N (-1.555, -0.780, 0.198)
C (-1.966, -0.532, -1.192)
C (-3.510, -0.410, -1.268)
H (-1.682, 0.140, 2.061)
H (-1.506, 1.239, 0.696)
H (-3.843, 1.442, 0.553)
H (-4.022, 0.354, 1.928)
H (-4.165, -2.643, -0.059)
H (-4.198, -1.987, 1.577)
H (-1.823, -2.842, 0.060)
H (-1.859, -2.194, 1.696)
H (-1.594, -1.358, -1.802)
H (-1.473, 0.384, -1.522)
H (-3.935, -1.177, -1.919)
H (-3.812, 0.563, -1.664)
F (1.074, -2.379, -1.989)
C (0.828, -3.473, -0.977)
F (-0.513, -3.857, -1.349)
H (1.402, -4.266, -1.484)

Forces on the atoms, in the same order (eV/Å):
Na 0.1 0.0 0.1
Cl 0.0 0.0 0.0
C 0.0 0.0 0.0
C 0.0 0.0 0.0
C 0.0 0.0 0.1
Cl 0.0 0.0 0.0
C -0.1 0.1 -0.1
O 0.1 -0.1 0.0
C 0.0 -0.1 0.0
C 0.0 0.1 0.0
O 0.1 -0.1 -0.1
C 0.0 0.0 0.0
H 0.0 0.0 0.0
H 0.0 0.0 0.0
H 0.0 0.0 0.0
C 0.0 0.0 0.0
C 0.0 0.0 0.0
N 0.0 0.0 0.0
C 0.0 0.0 0.0
C 0.0 0.0 0.0
N -0.1 0.0 0.1
C 0.0 0.0 0.0
C 0.0 0.0 0.0
H 0.0 0.0 0.0
H 0.0 0.0 0.0
H 0.0 0.0 0.0
H 0.0 0.0 0.0
H 0.0 0.0 0.0
H 0.0 0.0 0.0
H 0.0 0.0 0.0
H 0.0 0.0 0.0
H 0.0 0.0 0.0
H 0.0 0.0 0.0
H 0.0 0.0 0.0
H 0.0 0.0 0.0
F -0.1 0.0 0.1
C -0.2 0.2 -0.4
F 0.0 0.0 0.0
H 0.1 -0.1 0.2


Quick rundown of F_max, same order as above: 4.2, 5.5, 8.9, 2.1, 0.5 eV Å⁻¹